{"formula": "C22H31Cl3DyN3O3", "method": "ωB97M-V/def2-TZVPD", "lumo_ev": [-0.15, -0.16], "s2": 9.335, "multiplicity": 6, "largest_force_ev_per_a": 3.712, "e_tot_ha": -3512.610387, "elements": ["O", "C", "C", "C", "H", "C", "H", "C", "H", "C", "H", "C", "H", "H", "C", "C", "H", "H", "H", "C", "C", "H", "H", "H", "H", "Dy", "Cl", "Cl", "H", "H", "C", "C", "N", "H", "C", "O", "H", "H", "H", "H", "H", "H", "C", "C", "N", "H", "C", "O", "H", "H", "H", "H", "Cl", "C", "C", "C", "C", "N", "C", "H", "H", "H", "H"], "xyz": [[1.82568, 0.25477, -0.95092], [2.50348, 1.19348, -1.42462], [3.24168, 1.02786, -2.67188], [3.42506, -0.26499, -3.22140], [3.05631, -1.12756, -2.65677], [4.04942, -0.41523, -4.46268], [4.14478, -1.42255, -4.88661], [4.52611, 0.70350, -5.15976], [5.03682, 0.55706, -6.11236], [4.32499, 1.98520, -4.62783], [4.64251, 2.85346, -5.20546], [3.70518, 2.14906, -3.39273], [3.53996, 3.12699, -2.94792], [2.49642, 2.19784, -0.95928], [3.26344, 0.95688, 1.62317], [1.81686, 1.14965, 1.66926], [3.75277, 1.20112, 2.58700], [3.71984, 1.57133, 0.82702], [3.48224, -0.09680, 1.37670], [0.99943, 1.48351, 2.64266], [1.44934, 1.57467, 4.08706], [-0.06957, 1.71024, 2.50259], [2.50582, 1.86805, 4.13553], [1.32423, 0.61277, 4.60134], [0.84735, 2.31501, 4.61816], [-0.14079, -0.13154, -0.07981], [0.96575, -2.47349, 0.09447], [-0.49629, 1.81065, -1.83325], [-0.08263, -2.73370, -4.10366], [-0.86788, -4.81642, -3.34259], [-0.20139, -2.25236, -3.12420], [-1.07327, -4.44322, -2.33241], [-1.22603, -2.99433, -2.37682], [-0.50390, -1.20558, -3.25098], [-2.00562, -2.40403, -1.47671], [-1.88263, -1.19740, -1.13686], [-2.00248, -4.88317, -1.95322], [-2.77422, -3.05114, -1.03156], [0.75870, -2.29796, -2.58172], [-0.24229, -4.71493, -1.65830], [-4.75127, 2.76295, 2.39553], [-5.38923, 3.47111, -0.03263], [-3.69506, 2.86670, 2.12552], [-4.31235, 3.63632, -0.17173], [-3.55865, 2.71996, 0.68124], [-3.11082, 2.09898, 2.63331], [-2.74683, 1.80219, 0.17886], [-1.92071, 1.13091, 0.86035], [-4.02782, 3.42353, -1.20599], [-2.77906, 1.66518, -0.90936], [-3.34999, 3.85714, 2.44253], [-4.06952, 4.67978, 0.07255], [0.25121, -3.67198, 5.16950], [-0.79059, -2.74869, 4.18683], [-2.16281, -2.72920, 4.43262], [-2.96856, -1.96606, 3.59287], [-2.36892, -1.27150, 2.53415], [-1.04680, -1.25168, 2.32917], [-0.25680, -1.97662, 3.13984], [-2.56136, -3.28721, 5.26913], [-4.04304, -1.88949, 3.72427], [-2.98272, -0.70440, 1.82580], [0.80651, -1.99456, 2.92296]]}